DFT (ωB97M-V with the def2-TZVPD basis set) results for C4H10O in the gas phase.

```
! wB97M-V def2-TZVPD RIJCOSX def2/J DEFGRID3
* xyz 0 1
C -0.841 0.869 1.550
C -0.797 0.682 0.035
C -0.197 -0.658 -0.440
C 0.744 -0.450 -1.623
O 0.503 -1.258 0.643
H 0.168 0.843 1.969
H -1.420 0.085 2.045
H -1.291 1.837 1.795
H -1.809 0.770 -0.379
H -0.220 1.507 -0.401
H -1.021 -1.324 -0.745
H 0.249 0.089 -2.439
H 1.607 0.141 -1.293
H 1.113 -1.402 -2.024
H 0.860 -2.096 0.326
*
```

## Properties
**Maximum force**: 0.36 eV Å⁻¹
**Frontier orbital gap**: 11.10 eV
**LUMO energy**: 0.97 eV
**SMILES string**: CC[C@@H](C)O


DFT (ωB97M-V with the def2-TZVPD basis set) results for 3 unconnected molecules or ions with the total composition C4H10O.

```
! wB97M-V def2-TZVPD RIJCOSX def2/J DEFGRID3
* xyz 0 1
C 1.649 -0.864 0.630
C 0.192 -0.442 0.774
C -0.850 -1.234 0.389
C -0.721 1.572 -1.443
O 0.096 0.785 1.319
H 1.799 -1.713 -0.053
H 2.368 -0.070 0.343
H 1.882 -1.173 1.640
H -0.700 -2.303 0.601
H -1.903 -0.914 0.262
H -0.463 -0.239 -1.448
H -0.865 1.230 -2.434
H -1.654 1.832 -0.894
H -0.246 2.557 -1.695
H -0.824 1.075 1.226
*
```

## Properties
**Maximum force**: 3.74 eV Å⁻¹
**Frontier orbital gap (alpha / beta)**: 8.45 / 8.45 eV
**LUMO energy (alpha / beta)**: 0.36 / 0.36 eV


DFT (ωB97M-V with the def2-TZVPD basis set) results for 2 unconnected molecules or ions with the total composition C4H10O.

```
! wB97M-V def2-TZVPD RIJCOSX def2/J DEFGRID3
* xyz 0 1
C -1.110 0.148 -1.345
C 0.316 0.524 -0.886
C 1.200 -0.605 -0.302
C 0.457 -1.228 0.859
O -0.689 1.191 1.681
H -1.665 1.062 -1.565
H -1.619 -0.301 -0.501
H -1.187 -0.464 -2.244
H 0.845 1.126 -1.615
H 0.080 0.954 0.107
H 1.413 -1.410 -1.019
H -0.440 -1.647 0.407
H 0.890 -1.954 1.533
H -0.002 -0.355 1.443
H 2.171 -0.171 -0.062
*
```

## Properties
**Maximum force**: 1.90 eV Å⁻¹
**Frontier orbital gap**: 7.45 eV
**LUMO energy**: -3.25 eV


DFT (ωB97M-V with the def2-TZVPD basis set) results for C4H10O in the gas phase.

```
! wB97M-V def2-TZVPD RIJCOSX def2/J DEFGRID3
* xyz 0 1
C 1.603 0.146 0.401
C 0.476 -0.829 0.456
C -0.923 -0.226 0.074
C -0.905 0.390 -1.331
H 2.529 -0.143 0.929
H 1.166 1.080 0.811
H 2.023 0.478 -0.614
H 0.450 -1.232 1.489
H 0.796 -1.725 -0.199
H -1.715 -0.946 0.281
H -1.756 1.159 -1.411
H 0.027 0.971 -1.499
H -1.020 -0.476 -2.120
H -1.577 0.525 1.835
O -1.172 0.829 0.897
*
```

## Properties
**Maximum force**: 5.75 eV Å⁻¹
**Frontier orbital gap**: 10.83 eV
**LUMO energy**: 0.82 eV
**SMILES string**: CC[C@H](C)O


DFT (ωB97M-V with the def2-TZVPD basis set) results for 2 unconnected molecules or ions with the total composition C4H10O.

```
! wB97M-V def2-TZVPD RIJCOSX def2/J DEFGRID3
* xyz 0 1
C -2.113 -0.682 0.232
C -0.890 -0.989 -0.622
C -0.947 -1.003 -1.957
C 0.434 -1.107 0.078
H -2.456 -1.616 0.671
H -2.865 -0.189 -0.374
H -1.736 -0.017 1.012
H -0.052 -1.318 -2.485
H -1.844 -0.828 -2.535
H 1.285 -0.751 -0.503
H 0.682 -2.155 0.282
H 0.461 -0.567 1.025
H 2.409 3.813 1.736
H 3.640 2.951 1.349
O 2.743 2.923 1.671
*
```

## Properties
**Maximum force**: 1.53 eV Å⁻¹
**Frontier orbital gap**: 9.98 eV
**LUMO energy**: 0.94 eV
**SMILES string**: C=C(C)C.O


DFT (ωB97M-V with the def2-TZVPD basis set) results for a molecular structure, C4H10O.

```
! wB97M-V def2-TZVPD RIJCOSX def2/J DEFGRID3
* xyz 0 1
C -0.281 -0.440 0.970
O -0.178 1.953 1.646
C 0.930 -0.916 0.402
C -0.113 -0.840 -0.761
C -0.128 0.648 -1.381
H -0.325 0.720 1.317
H -1.091 -1.054 1.398
H -0.742 1.973 2.492
H 1.745 -0.232 0.260
H 1.314 -1.954 0.524
H 0.335 -1.422 -1.561
H -1.078 -1.317 -0.741
H -0.862 0.672 -2.180
H -0.469 1.367 -0.641
H 0.942 0.844 -1.742
*
```

## Properties
**Maximum force**: 4.36 eV Å⁻¹
**Frontier orbital gap**: 7.87 eV
**LUMO energy**: 0.04 eV


DFT (ωB97M-V with the def2-TZVPD basis set) results for 2 unconnected molecules or ions with the total composition C4H10O2.

```
! wB97M-V def2-TZVPD RIJCOSX def2/J DEFGRID3
* xyz -1 2
C 0.635 -2.092 -1.035
C 0.075 -1.220 0.121
C 1.071 -1.589 1.258
C -0.053 0.257 -0.245
O 1.343 -1.670 -1.969
H 0.059 -3.034 -1.100
H -0.914 -1.647 0.367
H 0.978 -0.935 2.161
H 0.851 -2.544 1.738
H 2.090 -1.627 0.869
H -0.218 0.944 0.581
H 0.864 0.599 -0.747
H -0.831 0.298 -1.003
H -2.289 4.684 -1.052
H -1.846 5.165 0.323
O -1.816 4.410 -0.267
*
```

## Properties
**Maximum force**: 2.56 eV Å⁻¹
**Frontier orbital gap (alpha / beta)**: 1.80 / 5.63 eV
**LUMO energy (alpha / beta)**: 2.77 / 2.72 eV


DFT (ωB97M-V with the def2-TZVPD basis set) results for C4H10O2 in the gas phase.

```
! wB97M-V def2-TZVPD RIJCOSX def2/J DEFGRID3
* xyz 0 1
C -0.744 0.086 0.500
C 0.669 0.778 0.765
C 1.424 0.906 -0.575
O 0.675 1.111 -1.684
C -0.654 -1.384 0.122
O -1.785 -1.934 -0.490
H -1.350 0.741 -0.203
H -1.212 0.322 1.502
H 1.152 0.288 1.663
H 0.565 1.760 1.052
H 1.985 -0.062 -0.625
H 1.968 1.803 -0.503
H -0.079 0.482 -1.700
H -0.146 -1.959 0.914
H 0.108 -1.495 -0.679
H -2.578 -1.445 -0.060
*
```

## Properties
**Maximum force**: 3.63 eV Å⁻¹
**Frontier orbital gap**: 10.82 eV
**LUMO energy**: 0.83 eV
**SMILES string**: OCCCCO